DFT (wB97M-V/def2-TZVPD) results for C3H9NOS in the gas phase.

Bonds (Å) are listed after each position.
Cartesian coordinates (Å):
1 C -0.2481 -0.8501 0.3434  C2 1.518, N4 1.479, H7 1.161, H8 1.047
2 C 0.8024 -0.0641 1.1063  C1 1.518, S3 1.819, H9 1.236, H10 1.134
3 S 1.6314 -0.8662 2.5132  C2 1.819, H11 1.279
4 N -0.0855 -0.6254 -1.1092  C1 1.479, C5 1.531, H12 1.010
5 C -0.2569 0.7632 -1.7319  N4 1.531, O6 1.417, H13 1.098, H14 1.146
6 O -1.5623 1.1923 -1.3869  C5 1.417, H15 0.961
7 H 0.0215 -1.9734 0.4584  C1 1.161
8 H -1.2347 -0.6624 0.6386  C1 1.047
9 H 0.2561 1.0333 1.2619  C2 1.236
10 H 1.7637 0.1816 0.5577  C2 1.134
11 H 0.8955 -0.7743 3.5549  S3 1.279
12 H -0.8547 -1.2236 -1.3765  N4 1.010
13 H 0.6000 1.3524 -1.3796  C5 1.098
14 H -0.2286 0.8156 -2.8760  C5 1.146
15 H -1.4998 1.7011 -0.5742  O6 0.961

Computed properties:
Structure (SMILES): OCNCCS
Energy relative to the best compared isomer or geometry (same formula, charge and spin), eV: 2.3153
Lowest unoccupied orbital energy, eV: 0.666
Energy, a.u.: -647.8130
Multiplicity: 1
Charge: 0